1.
C5H3BF6NO6 | ωB97M-V/def2-TZVPD

ORCA input file:
```
! RIJCOSX wB97M-V def2-TZVPD def2/J DEFGRID3
* xyz -1 1
C -0.117 1.286 0.087
O -3.705 0.071 -1.511
C -0.151 -0.227 -0.434
F -0.991 2.017 -0.780
F 0.296 -2.482 0.349
H 0.905 -2.443 3.459
N -3.224 -0.176 -2.636
C 1.401 -0.803 1.700
C 0.934 -1.200 0.223
O -2.739 -1.301 -2.874
O 1.685 2.850 0.750
O 2.385 -0.090 1.995
F -0.034 -0.156 -1.853
C 1.321 2.000 -0.075
O -3.229 0.702 -3.523
F -1.470 -0.709 -0.201
H -0.436 -0.925 3.392
O 2.205 1.652 -1.152
B 0.542 -1.423 2.956
F 2.096 -1.388 -0.595
H 2.990 1.290 -0.664
F -0.665 1.455 1.387
*
```

The calculation puts the calculated total energy at -1322.4071 Eh. For the HOMO-LUMO gap, the calculation gives 5.19 eV. The calculation puts the largest force on an atom at 4.23 eV/A.

2.
C5H3Br3N2 | ωB97M-V/def2-TZVPD

ORCA input file:
```
! RIJCOSX wB97M-V def2-TZVPD def2/J DEFGRID3
* xyz 0 1
C -1.849 -1.413 1.217
Br 2.005 3.156 -2.960
C 1.250 1.677 -2.003
Br 2.470 2.054 0.594
N -0.955 -1.606 2.192
N 0.275 -1.285 1.535
H -2.850 -1.355 1.577
H -1.740 -0.291 -0.704
H 1.143 -1.410 1.973
C -0.044 -0.685 0.366
C -1.347 -0.724 0.097
Br 0.167 0.512 -3.124
C 1.475 1.369 -0.761
*
```

The calculation puts the calculated total energy at -8023.6311 Eh. For the HOMO-LUMO gap, the calculation gives 6.68 eV. The calculation puts the largest force on an atom at 3.95 eV/A. The value obtained for the energy relative to the best compared isomer or geometry (same formula, charge and spin) is 504.82 kJ/mol.

3.
C5H3BrCl2 | ωB97M-V/def2-TZVPD

ORCA input file:
```
! RIJCOSX wB97M-V def2-TZVPD def2/J DEFGRID3
* xyz 0 1
H 0.676 0.954 -1.511
Cl -2.357 -2.586 0.225
C 0.533 0.278 -0.694
C 0.513 0.547 1.734
C -1.343 -1.324 -0.022
C -0.703 -0.539 -0.797
Cl -0.993 -0.859 -2.620
H 1.298 -0.510 -0.894
H 0.992 2.186 0.398
Br 0.640 0.775 3.568
C 0.745 1.080 0.613
*
```

The calculation puts the calculated total energy at -3686.5027 Eh. For the HOMO-LUMO gap (spin up / spin down), the calculation gives 7.69 / 8.10 eV. The calculation puts the largest force on an atom at 4.10 eV/A. The value obtained for the energy relative to the best compared isomer or geometry (same formula, charge and spin) is 257.22 kJ/mol.

4.
C5H3Cl2FN | ωB97M-V/def2-TZVPD

ORCA input file:
```
! RIJCOSX wB97M-V def2-TZVPD def2/J DEFGRID3
* xyz 1 1
Cl 2.797 0.358 -1.536
C -1.093 -0.136 0.767
H -0.987 1.890 1.242
C -0.527 1.079 0.690
Cl -1.817 -2.625 -0.017
C -0.694 -1.337 0.052
C 1.538 0.804 -0.727
H -1.982 -0.254 1.372
F 0.866 -2.437 -1.206
H 0.797 2.553 -0.087
N 0.459 -1.363 -0.479
C 0.643 1.469 -0.070
*
```

The calculation puts the calculated total energy at -1266.8682 Eh. For the HOMO-LUMO gap, the calculation gives 8.18 eV. The calculation puts the largest force on an atom at 1.98 eV/A.

Q: largest force on an atom of number 2 (C5H3Br3N2)?
A: 3.95 eV/A

Q: What is the formula in the second record?
A: C5H3Br3N2

Q: Which value of largest force on an atom does entry 4 give?
A: 1.98 eV/A